Record 1
118
Properties=species:S:1:pos:R:3:lowdin_charge:R:1 method="wB97M-V/def2-TZVPD" de_lowest_kcal_mol=2.4 total_energy_ha=-2963.67306
C 0.2351 -1.1380 5.7181 -0.22
C -0.1830 -1.3889 4.3262 -0.25
O 0.0133 -0.1651 3.6580 -0.10
O -0.4983 0.0126 6.2204 -0.06
H 1.3353 -0.8683 5.6914 0.13
H 0.0023 -1.9750 6.3513 0.12
H -1.2693 -1.5812 4.2139 0.13
H 0.2737 -2.2423 3.7477 0.12
H -0.4328 0.5323 4.1386 0.08
H 0.0694 0.4634 6.8463 0.09
C -4.2638 -3.6674 2.3662 -0.22
C -4.3516 -5.0683 1.7425 -0.20
O -3.0504 -5.7061 1.8868 -0.09
O -3.6955 -2.8243 1.3931 -0.10
H -3.7649 -3.7127 3.3676 0.13
H -5.2206 -3.2129 2.6091 0.11
H -4.5255 -4.9271 0.7105 0.10
H -5.1457 -5.7368 2.1511 0.13
H -2.4825 -5.1168 1.3972 0.00
H -2.8346 -3.1063 1.1048 0.04
C 3.7659 -0.8137 3.3406 -0.23
C 3.7259 -2.2282 2.7814 -0.24
O 2.7819 -3.0430 3.4367 -0.10
O 3.7244 -0.7330 4.7766 -0.08
H 2.8552 -0.2253 3.0833 0.10
H 4.6341 -0.2441 2.8285 0.14
H 4.7482 -2.6629 2.9459 0.13
H 3.5179 -2.2183 1.6693 0.09
H 2.6486 -2.6235 4.3222 0.09
H 4.5067 -0.2600 5.0816 0.09
C -0.1797 -2.8361 -3.0936 -0.21
C -0.7575 -1.6805 -3.8861 -0.26
O -1.4454 -0.7456 -3.1321 -0.07
O 0.9627 -2.4834 -2.2889 -0.12
H 0.1937 -3.5051 -3.8611 0.12
H -0.9467 -3.3562 -2.5514 0.11
H -1.4267 -2.1609 -4.6312 0.13
H 0.0996 -1.2307 -4.4228 0.13
H -1.5851 -1.0245 -2.2016 0.09
H 1.0233 -1.5112 -2.3785 0.05
C -2.5262 3.5406 -4.6286 -0.17
C -1.8046 2.5876 -3.7685 -0.27
O -2.3906 2.3307 -2.5254 -0.10
O -2.1881 4.9128 -4.1681 -0.10
H -3.6028 3.3315 -4.5426 0.13
H -2.1522 3.5033 -5.6809 0.13
H -0.7864 2.9991 -3.6605 0.12
H -1.6213 1.6687 -4.2692 0.11
H -2.0703 1.4398 -2.2200 0.07
H -2.9436 5.4857 -4.2779 0.08
C 3.7726 -2.0482 -0.9526 -0.22
C 5.0292 -1.8047 -1.7343 -0.27
O 4.8709 -1.1001 -2.9433 -0.10
O 3.3921 -0.8253 -0.2526 -0.11
H 3.9046 -2.8157 -0.1524 0.11
H 2.9843 -2.4067 -1.5817 0.08
H 5.5046 -2.7826 -1.9833 0.13
H 5.7366 -1.2808 -1.0783 0.12
H 3.8660 -1.2585 -3.0825 0.09
H 4.1474 -0.2804 0.0391 0.08
C -5.2288 -0.5441 -1.1445 -0.22
C -4.8943 0.8740 -0.7509 -0.27
O -4.8302 1.0513 0.6424 -0.10
O -4.1887 -1.4678 -0.8358 -0.07
H -5.4973 -0.6460 -2.2120 0.13
H -6.1400 -0.7576 -0.5467 0.12
H -5.6371 1.5724 -1.2408 0.14
H -3.9076 1.2704 -1.0695 0.09
H -5.6737 0.8789 1.1228 0.11
H -4.2947 -2.0318 -0.0677 0.03
C 1.1184 6.0278 -2.2993 -0.65
O 2.0551 5.6351 -1.6194 0.01
N 1.3084 7.0412 -3.2702 0.15
N -0.1198 5.5156 -2.2687 0.18
H 0.5903 7.3991 -3.8518 0.08
H 2.2593 7.0690 -3.5221 0.07
H -0.8689 5.4994 -2.9208 0.05
H -0.3338 5.0935 -1.3514 0.09
C -0.0311 -4.0094 1.1421 -0.63
O -1.1857 -4.1022 0.6126 -0.03
N 1.0110 -3.4495 0.5249 0.20
N 0.2745 -4.3828 2.3848 0.16
H 1.9918 -3.5655 0.7786 0.10
H 0.8036 -3.0359 -0.3806 0.08
H -0.5174 -4.8557 2.8574 0.13
H 1.1832 -4.1632 2.8215 0.09
C 2.3532 0.8490 -2.6581 -0.60
O 2.3493 -0.3759 -2.8714 -0.03
N 1.2082 1.5498 -2.3448 0.21
N 3.4447 1.6020 -2.6695 0.19
H 0.3755 1.0330 -2.0856 0.06
H 1.2204 2.5072 -2.0606 0.08
H 3.5445 2.2939 -1.9689 0.06
H 4.3106 1.0381 -2.6141 0.11
C -1.0924 3.0626 0.6361 -0.62
O 0.0056 3.4340 0.1532 -0.03
N -2.2525 3.2425 -0.0265 0.19
N -1.1743 2.4893 1.8830 0.17
H -3.1416 3.0911 0.3935 0.08
H -2.1940 2.9810 -1.0180 0.05
H -2.0017 2.0732 2.2458 0.09
H -0.4447 2.7815 2.5162 0.11
C -0.7826 0.0439 0.2408 -0.60
O -0.9559 0.4786 -0.9095 -0.05
N -1.8382 -0.3196 1.0128 0.22
N 0.4701 -0.2509 0.6655 0.22
H -1.5980 -0.6150 1.9215 0.07
H -2.7938 -0.2408 0.7356 0.07
H 0.6258 -0.4565 1.6534 0.08
H 1.2547 -0.1262 0.0851 0.06
C 3.5685 2.4811 0.8901 -0.76
O 4.4741 1.8117 1.3363 0.01
N 3.7835 3.5090 0.0999 0.18
N 2.3141 2.1049 1.0397 0.20
H 3.1136 4.2348 -0.1251 0.08
H 4.7354 3.8488 0.1286 0.12
H 2.2245 1.2106 1.4648 0.06
H 1.4674 2.5357 0.7192 0.04



Record 2
112
Properties=species:S:1:pos:R:3:lowdin_charge:R:1 method="wB97M-V/def2-TZVPD" total_energy_ha=-3760.57365
C -0.3926 1.1362 3.8883 -0.05
C -0.3202 -0.3787 3.5525 -0.26
O 0.5069 -0.6137 2.4219 -0.18
C -0.1422 -1.4719 1.4672 -0.14
C -1.0340 -0.5868 0.5782 -0.16
O -1.8810 -1.3151 -0.3083 -0.18
C -2.9194 -2.0134 0.3311 -0.16
C -4.1410 -1.1517 0.7433 -0.53
P -4.1021 0.7117 0.3788 0.59
O -5.5156 1.3006 1.0282 -0.36
I -4.4533 1.0117 -2.0263 0.50
O -5.2646 -1.6599 -0.0983 -0.28
S -6.5567 -2.1042 0.7501 0.63
O -7.6985 -1.4957 0.1417 -0.21
O -6.6577 -3.5075 1.0531 -0.24
O -6.1327 -1.3016 2.1219 -0.22
C -4.6958 -1.3409 2.1697 -0.42
P -4.2612 -2.9235 3.0681 0.78
O -2.9588 -2.8017 3.7949 -0.43
H -1.4404 1.4546 3.9455 0.06
H 0.0845 1.7427 3.1168 0.07
H 0.0525 1.2963 4.8698 0.07
H 0.0256 -0.9015 4.4493 0.12
H -1.3488 -0.7193 3.3818 0.08
H 0.6350 -1.9827 0.8932 0.11
H -0.6866 -2.2257 2.0477 0.12
H -0.3653 0.0003 -0.0564 0.14
H -1.5521 0.1328 1.2219 0.09
H -2.5559 -2.6126 1.1759 0.10
H -3.2965 -2.7361 -0.3951 0.15
H -5.2972 1.6826 1.8873 0.05
H -4.2824 -0.5535 2.8120 0.13
H -5.3498 -3.1707 3.9291 0.04
H -4.2577 -3.9503 2.0901 0.04
C 2.1100 1.8897 0.1970 -0.15
O 1.2375 2.8635 0.7523 -0.13
H 1.8841 0.9262 0.6514 0.07
H 1.9526 1.8239 -0.8867 0.08
H 3.1469 2.1590 0.4061 0.07
H 1.4550 3.7030 0.3337 0.05
C 3.4745 5.3987 -1.4771 -0.13
O 2.1122 5.0988 -1.7934 -0.14
H 3.4944 6.1240 -0.6667 0.08
H 3.9919 4.4897 -1.1607 0.07
H 3.9789 5.8216 -2.3490 0.08
H 2.1261 4.4565 -2.5116 0.06
C -1.5946 5.6534 -1.0457 -0.15
O -0.7198 6.5489 -0.3713 -0.13
H -2.5050 5.5566 -0.4588 0.08
H -1.8440 6.0463 -2.0349 0.08
H -1.1226 4.6722 -1.1430 0.07
H 0.0757 6.6131 -0.9111 0.06
C 1.3984 7.9525 2.5092 -0.16
O 0.2873 8.6610 1.9781 -0.13
H 1.9575 8.6315 3.1494 0.07
H 1.0642 7.0974 3.1029 0.08
H 2.0530 7.6019 1.7053 0.07
H -0.1984 8.0488 1.4139 0.04
C -0.1624 -2.6935 -3.0728 -0.10
O 0.0414 -2.9358 -1.6785 -0.15
H 0.6066 -3.2275 -3.6275 0.09
H -1.1459 -3.0552 -3.3810 0.05
H -0.0788 -1.6240 -3.2851 0.08
H -0.6539 -2.4564 -1.1994 0.05
C -3.6221 -5.2717 -4.2179 -0.13
O -3.0086 -3.9826 -4.1514 -0.14
H -2.9462 -5.9432 -4.7410 0.08
H -3.8086 -5.6590 -3.2140 0.08
H -4.5638 -5.2045 -4.7675 0.07
H -3.6165 -3.3975 -3.6898 0.08
C 3.8291 -0.7829 4.4314 -0.15
O 2.7296 -0.0331 3.9295 -0.13
H 4.4196 -0.1369 5.0778 0.06
H 3.4730 -1.6386 5.0145 0.08
H 4.4583 -1.1361 3.6091 0.08
H 2.2093 -0.6148 3.3567 0.04
C 2.4633 -4.4193 0.3198 -0.15
O 2.7016 -3.0305 0.1439 -0.14
H 3.1623 -4.8130 1.0538 0.08
H 1.4398 -4.5754 0.6718 0.07
H 2.6056 -4.9358 -0.6331 0.07
H 2.0572 -2.7340 -0.5107 0.04
C 2.5465 5.4319 -5.6688 -0.15
O 2.8664 4.1573 -5.1128 -0.13
H 2.8670 6.1959 -4.9649 0.07
H 3.0689 5.5790 -6.6169 0.08
H 1.4691 5.5236 -5.8271 0.08
H 2.5797 3.4889 -5.7398 0.07
C 0.2146 -6.7692 -1.5042 -0.15
O -0.5778 -5.7655 -0.8735 -0.14
H -0.0680 -7.7386 -1.1005 0.08
H 0.0354 -6.7649 -2.5831 0.08
H 1.2753 -6.5969 -1.3067 0.06
H -0.3195 -4.9083 -1.2396 0.03
C 5.0527 1.3689 7.8213 -0.16
O 5.5886 0.0652 7.6139 -0.13
H 5.7172 2.0847 7.3440 0.08
H 4.0587 1.4529 7.3737 0.07
H 4.9928 1.5957 8.8891 0.07
H 4.9954 -0.5600 8.0373 0.07
C 6.4675 1.0104 -0.4655 -0.15
O 5.3636 1.7385 -0.9974 -0.14
H 7.0379 1.6827 0.1704 0.08
H 6.1182 0.1650 0.1324 0.08
H 7.1128 0.6475 -1.2698 0.07
H 4.8660 1.1360 -1.5558 0.07
C -4.7965 -4.3652 -7.8069 -0.16
O -4.1358 -3.1190 -7.6169 -0.12
H -5.3632 -4.3155 -8.7332 0.08
H -4.0635 -5.1736 -7.8789 0.08
H -5.4829 -4.5581 -6.9775 0.07
H -3.6377 -3.1770 -6.7951 0.05